Entry 1:
{
  "formula": "C8H12NO",
  "method": "ωB97M-V/def2-TZVPD",
  "multiplicity": 1,
  "orbital_gap_ev": 8.46,
  "total_charge": 1,
  "relative_energy_ev": 2.014,
  "symbols": ["C", "C", "C", "C", "C", "C", "C", "C", "N", "O", "H", "H", "H", "H", "H", "H", "H", "H", "H", "H", "H", "H"],
  "positions_angstrom": [[-1.165, -1.130, 1.086], [-0.696, -1.088, -0.152], [-0.824, 0.219, 1.769], [-0.022, 0.226, -0.357], [-1.023, 0.567, 3.208], [-0.932, 0.953, -1.412], [1.783, -0.752, -2.002], [1.358, 0.092, -0.903], [-0.081, 0.899, 0.973], [2.272, 0.849, -0.410], [-1.706, -1.933, 1.611], [-0.741, -1.916, -0.841], [-0.618, -0.350, 3.660], [-2.120, 0.687, 3.252], [-0.581, 1.503, 3.230], [-0.863, 0.511, -2.313], [-0.671, 2.071, -1.621], [-1.866, 0.826, -1.075], [2.703, -0.476, -2.314], [1.076, -0.618, -2.880], [1.478, -1.871, -1.933], [3.236, 0.731, -0.577]],
  "forces_ev_per_angstrom": [[-0.6, 0.8, 1.6], [0.3, -1.4, 0.7], [1.2, -1.9, -2.0], [-0.4, 0.8, 0.5], [-1.8, -2.0, -2.8], [3.9, 3.9, 1.1], [-5.1, -2.6, -0.9], [1.2, 0.5, 0.4], [0.0, 0.6, -0.9], [-0.7, 0.3, 1.1], [0.3, 0.4, -0.6], [-0.1, 0.1, -0.3], [-0.2, 0.9, 1.0], [0.4, -0.3, 0.9], [1.3, 1.6, 1.3], [0.3, -1.8, -3.1], [-0.4, -1.9, 0.9], [-3.5, 0.0, 1.3], [3.1, 0.1, -1.0], [0.6, 0.6, 0.8], [1.3, 1.6, 0.6], [-0.8, -0.3, -0.6]]
}

=====

Entry 2:
{
  "formula": "C8H12NO2",
  "method": "ωB97M-V/def2-TZVPD",
  "multiplicity": 1,
  "orbital_gap_ev": 9.12,
  "smiles": "C=CC(=O)O/C=C\\C=[N+](C)C",
  "total_charge": 1,
  "relative_energy_ev": 0.000,
  "symbols": ["C", "C", "C", "C", "C", "C", "C", "C", "N", "O", "O", "H", "H", "H", "H", "H", "H", "H", "H", "H", "H", "H", "H"],
  "positions_angstrom": [[-0.037, -1.631, 0.046], [-1.392, -1.597, 0.072], [-5.179, 1.209, -0.223], [-3.887, 0.967, -0.013], [-3.406, -0.400, 0.115], [0.603, -0.386, 0.186], [2.406, 1.170, 0.384], [2.869, -1.100, -0.308], [1.873, -0.136, 0.084], [-4.017, -1.419, 0.178], [-1.977, -0.419, 0.137], [0.480, -2.567, -0.053], [-2.033, -2.473, 0.018], [-5.555, 2.209, -0.345], [-5.888, 0.397, -0.287], [-3.148, 1.751, 0.045], [-0.028, 0.460, 0.427], [2.962, 1.132, 1.322], [3.091, 1.482, -0.403], [1.614, 1.909, 0.476], [3.383, -0.742, -1.201], [3.608, -1.218, 0.485], [2.428, -2.066, -0.532]],
  "forces_ev_per_angstrom": [[-0.4, -0.2, 0.0], [0.5, -0.4, -0.1], [0.3, -0.2, 0.1], [-0.1, 0.4, 0.0], [-0.4, -0.6, 0.0], [0.7, 0.2, 0.1], [0.3, 0.8, 0.2], [0.5, -0.6, -0.2], [-0.6, -0.1, 0.0], [0.1, 0.2, 0.0], [-0.8, 0.4, 0.0], [0.0, -0.1, 0.0], [0.0, 0.1, 0.0], [0.0, 0.2, 0.0], [-0.1, -0.1, 0.0], [0.0, 0.1, 0.0], [0.2, 0.1, 0.0], [0.0, 0.0, 0.0], [-0.1, 0.0, 0.0], [-0.1, -0.1, 0.0], [0.0, 0.0, 0.0], [-0.1, 0.0, 0.0], [0.0, 0.0, 0.0]]
}

=====

Entry 3:
{
  "formula": "C8H12NOS",
  "method": "ωB97M-V/def2-TZVPD",
  "multiplicity": 1,
  "orbital_gap_ev": 4.91,
  "total_charge": -1,
  "relative_energy_ev": 3.017,
  "symbols": ["C", "C", "C", "C", "C", "C", "C", "C", "N", "O", "S", "H", "H", "H", "H", "H", "H", "H", "H", "H", "H", "H", "H"],
  "positions_angstrom": [[1.023, -0.867, 1.591], [2.103, -1.593, 1.965], [2.783, 0.311, 0.674], [1.447, 0.190, 0.710], [-1.084, -1.146, -0.386], [-2.192, 0.987, -0.033], [-0.776, 0.689, -2.098], [-0.912, 0.310, -0.645], [0.524, 1.194, 0.235], [1.035, 2.204, -0.445], [3.650, -1.022, 1.362], [0.001, -1.097, 2.054], [1.876, -2.537, 2.519], [3.403, 1.073, 0.223], [-1.710, -1.397, 0.504], [-1.475, -1.459, -1.296], [-0.145, -1.557, -0.131], [-2.244, 2.084, -0.268], [-2.078, 0.820, 1.021], [-3.064, 0.401, -0.522], [-0.317, -0.105, -2.722], [-1.751, 0.903, -2.328], [-0.096, 1.615, -1.983]],
  "forces_ev_per_angstrom": [[-0.1, -0.4, 0.7], [-0.6, -2.0, 0.9], [2.1, 0.2, -0.9], [-2.8, 2.4, -0.5], [0.3, 0.6, 2.0], [0.7, -0.2, -2.0], [3.4, 0.2, 1.9], [0.5, 2.4, 1.5], [-1.4, -2.2, 0.8], [0.1, -0.5, -0.6], [-1.6, -0.3, 0.8], [1.6, 0.6, -1.2], [1.1, 0.8, -0.3], [-0.5, 0.1, -0.2], [0.0, 0.3, -0.8], [-0.9, -1.6, -1.4], [1.0, -1.1, -0.5], [0.0, -1.0, 0.2], [-0.6, 0.1, 0.6], [0.9, 1.1, 1.1], [-0.2, 0.5, 0.3], [-2.3, 0.8, -1.7], [-0.7, -0.8, -0.8]]
}

=====

Entry 4:
{
  "formula": "C8H12O2",
  "method": "ωB97M-V/def2-TZVPD",
  "multiplicity": 1,
  "orbital_gap_ev": 9.11,
  "smiles": "CCc1ccc(O)cc1.O",
  "relative_energy_ev": 0.304,
  "symbols": ["O", "C", "C", "C", "C", "C", "C", "C", "C", "H", "H", "H", "H", "H", "H", "H", "H", "H", "H", "O", "H", "H"],
  "positions_angstrom": [[3.453, 5.652, 0.139], [3.493, 3.333, 0.714], [1.366, 4.452, 0.082], [2.645, 2.183, 0.959], [0.598, 3.305, 0.372], [2.764, 4.487, 0.310], [1.252, 2.150, 0.777], [0.000, 0.000, 0.000], [0.374, 0.960, 1.178], [2.821, 6.302, -0.255], [4.550, 3.188, 0.971], [0.891, 5.333, -0.370], [3.062, 1.264, 1.393], [-0.491, 3.333, 0.234], [0.840, -0.553, -0.453], [-0.494, 0.596, -0.786], [-0.727, -0.728, 0.399], [-0.527, 1.383, 1.663], [0.938, 0.399, 1.948], [2.481, -3.958, -0.118], [2.703, -3.077, -0.497], [3.173, -4.562, -0.472]],
  "forces_ev_per_angstrom": [[-0.8, 0.8, -0.7], [-2.9, -1.5, 0.5], [0.2, -0.6, 0.1], [0.5, 0.6, -0.1], [0.9, 1.1, -0.8], [0.4, -1.0, 0.1], [-0.3, 0.0, 0.6], [-0.5, 0.6, 0.6], [1.1, -0.3, -0.2], [0.9, -0.6, 0.5], [-0.5, 0.8, -0.4], [0.2, -0.2, 0.4], [0.2, 0.4, -0.3], [0.5, 0.0, 0.1], [-0.2, 0.4, 0.4], [0.2, -0.3, 0.2], [0.3, 0.1, -0.4], [0.3, -0.5, -0.3], [-0.4, 0.1, -0.2], [0.9, 0.3, -0.7], [-0.2, -1.0, 0.4], [-0.7, 0.7, 0.4]]
}

=====

Entry 5:
{
  "formula": "C8H12O6",
  "method": "ωB97M-V/def2-TZVPD",
  "multiplicity": 1,
  "orbital_gap_ev": 8.80,
  "relative_energy_ev": 6.060,
  "symbols": ["C", "C", "C", "O", "C", "O", "O", "H", "H", "H", "H", "H", "H", "C", "C", "C", "O", "C", "O", "O", "H", "H", "H", "H", "H", "H"],
  "positions_angstrom": [[14.774, -19.874, 17.560], [14.163, -21.081, 18.363], [13.375, -21.926, 17.474], [13.863, -23.190, 17.622], [14.941, -23.098, 18.265], [15.606, -24.129, 18.419], [15.146, -21.955, 18.775], [15.591, -20.082, 16.869], [15.398, -19.198, 18.145], [14.071, -19.129, 17.188], [13.623, -20.718, 19.238], [13.557, -21.664, 16.432], [12.304, -21.968, 17.677], [17.795, -24.115, 19.645], [16.630, -24.191, 20.706], [15.159, -24.173, 20.305], [14.499, -24.989, 21.269], [15.328, -25.809, 21.768], [15.089, -26.700, 22.599], [16.584, -25.360, 21.466], [18.123, -23.129, 19.317], [17.599, -24.663, 18.724], [18.587, -24.678, 20.139], [16.731, -23.405, 21.454], [14.931, -24.628, 19.341], [14.692, -23.189, 20.255]],
  "forces_ev_per_angstrom": [[0.9, 0.8, 1.3], [0.4, 3.9, -0.5], [-3.2, 0.8, -2.4], [-2.7, -1.8, -1.3], [4.3, -5.4, -2.0], [1.9, 5.3, -8.1], [2.8, 2.4, 1.6], [-0.8, -1.0, -0.8], [-0.2, -0.2, 1.2], [-0.5, -0.7, -0.5], [0.0, 0.0, 0.0], [-0.4, 0.3, -0.1], [0.0, 0.4, -0.1], [-0.5, -1.5, 0.9], [-1.0, 1.3, -0.3], [-1.8, -1.0, 2.6], [-2.6, 1.3, 0.4], [1.6, -1.9, 4.1], [0.8, 1.9, -2.7], [1.8, -2.9, 0.7], [-0.2, 0.1, 0.6], [-0.2, -0.1, 0.4], [0.5, 0.5, 0.0], [0.6, 0.5, -0.1], [-1.5, -2.4, 3.7], [0.0, -0.5, 1.2]]
}

=====

Entry 6:
{
  "formula": "C8H13AlBF9NO2",
  "method": "ωB97M-V/def2-TZVPD",
  "multiplicity": 1,
  "orbital_gap_ev": 7.33,
  "total_charge": -1,
  "symbols": ["C", "B", "O", "Al", "C", "F", "F", "C", "F", "F", "C", "F", "F", "C", "F", "F", "F", "H", "H", "H", "H", "H", "H", "C", "C", "O", "N", "C", "H", "H", "H", "H", "H", "H", "H"],
  "positions_angstrom": [[3.965, -1.349, -0.674], [4.054, -0.309, -1.869], [5.000, -0.675, -2.824], [3.012, 1.571, -2.182], [1.566, 1.935, -0.692], [1.783, 1.135, 0.425], [1.730, 3.235, -0.221], [0.043, 1.864, -0.932], [-0.655, 1.921, 0.241], [-0.337, 2.932, -1.669], [-0.527, 0.630, -1.683], [-0.101, 0.622, -2.951], [-1.878, 0.776, -1.703], [-0.248, -0.783, -1.075], [-1.282, -1.594, -1.338], [-0.097, -0.752, 0.248], [0.838, -1.315, -1.621], [4.120, -2.366, -1.054], [3.003, -1.313, -0.162], [4.743, -1.172, 0.078], [4.854, -0.168, -3.628], [4.090, 2.772, -2.007], [2.371, 1.679, -3.673], [-3.632, -2.253, 2.361], [-3.990, -1.188, 3.375], [-4.705, -1.431, 4.336], [-3.484, 0.053, 3.172], [-2.629, 0.509, 2.091], [-4.112, -3.178, 2.667], [-3.978, -1.980, 1.364], [-2.553, -2.405, 2.315], [-3.752, 0.718, 3.880], [-1.677, 0.880, 2.468], [-3.110, 1.309, 1.528], [-2.425, -0.309, 1.408]],
  "forces_ev_per_angstrom": [[0.0, -0.1, 0.0], [-0.1, 0.0, 0.0], [-0.3, -0.2, -0.1], [0.3, 0.1, -0.2], [0.0, 0.2, -0.2], [0.0, -0.1, 0.0], [0.0, -0.1, 0.1], [0.1, -0.2, 0.0], [0.0, 0.1, 0.1], [0.0, 0.0, -0.1], [-0.1, 0.0, 0.1], [0.0, 0.0, 0.0], [0.0, 0.1, 0.0], [0.1, 0.0, -0.1], [0.0, -0.1, -0.1], [-0.1, 0.0, 0.0], [0.0, 0.0, 0.1], [0.0, 0.0, 0.0], [0.1, 0.0, 0.1], [0.0, 0.1, 0.0], [0.3, 0.2, 0.1], [-0.1, 0.0, 0.1], [-0.1, 0.0, 0.1], [0.0, 0.0, 0.0], [0.0, 0.0, 0.0], [0.0, 0.0, 0.0], [0.0, 0.0, 0.0], [-0.1, 0.0, 0.1], [0.0, 0.0, 0.0], [0.0, 0.0, 0.0], [0.0, 0.0, 0.0], [0.0, 0.0, 0.0], [0.0, 0.0, 0.0], [0.0, 0.0, 0.0], [0.0, 0.0, 0.0]]
}

=====

Entry 7:
{
  "formula": "C8H13BBrFeN3O",
  "method": "ωB97M-V/def2-TZVPD",
  "multiplicity": 5,
  "orbital_gap_ev": [5.62, 4.75],
  "total_charge": 2,
  "relative_energy_ev": 0.000,
  "symbols": ["C", "C", "C", "Br", "C", "C", "N", "C", "C", "C", "N", "B", "N", "O", "H", "H", "H", "H", "H", "H", "H", "H", "H", "H", "H", "H", "H", "Fe"],
  "positions_angstrom": [[1.877, 1.616, -0.324], [1.904, 0.654, 0.874], [1.777, -0.826, 0.554], [3.155, -1.283, -0.787], [0.404, -1.253, -0.033], [0.331, -1.019, -1.424], [0.222, -0.839, -2.557], [-0.868, -0.652, 0.663], [-2.048, -1.655, 0.428], [-0.680, -0.606, 2.100], [-0.496, -0.458, 3.221], [-1.322, 0.771, 0.041], [-1.929, 0.904, -1.267], [-1.110, 1.873, 0.808], [2.858, 1.770, -0.759], [1.136, 1.348, -1.096], [1.566, 2.590, 0.045], [2.874, 0.779, 1.349], [1.169, 0.990, 1.598], [2.021, -1.455, 1.398], [0.340, -2.343, 0.074], [-1.739, -2.667, 0.674], [-2.396, -1.655, -0.602], [-2.869, -1.375, 1.078], [-2.134, 0.037, -1.740], [-2.722, 1.532, -1.321], [-1.819, 2.519, 0.682], [0.499, 0.703, -3.677]],
  "forces_ev_per_angstrom": [[0.1, 0.4, 0.5], [0.3, 0.2, -0.4], [0.4, 0.6, -0.7], [0.0, -0.2, 0.2], [0.0, -0.4, 1.3], [0.2, -0.4, -0.2], [0.1, 0.5, -0.8], [-0.8, -0.7, -1.0], [0.3, 0.2, 0.0], [0.5, 0.6, 0.0], [0.0, -0.2, 0.3], [0.2, 0.7, 0.7], [0.4, -0.5, -0.1], [-0.9, -0.4, 0.0], [0.1, -0.3, -0.3], [-0.1, -0.1, -0.2], [-0.2, 0.1, -0.1], [0.1, 0.0, 0.2], [-0.2, -0.3, 0.1], [-0.2, -0.1, 0.2], [0.1, -0.1, -0.1], [0.0, -0.1, 0.2], [-0.1, 0.0, -0.1], [-0.2, 0.0, 0.0], [-0.5, 0.0, 0.0], [0.1, 0.2, -0.3], [0.5, 0.5, 0.1], [-0.3, -0.2, 0.6]]
}

=====

Entry 8:
{
  "formula": "C8H13Br2N4",
  "method": "ωB97M-V/def2-TZVPD",
  "multiplicity": 1,
  "orbital_gap_ev": 9.98,
  "smiles": "CN(C)/C=[NH+]/[C@]1(C)N=C(Br)CN=C1Br",
  "total_charge": 1,
  "relative_energy_ev": 0.254,
  "symbols": ["C", "C", "C", "C", "C", "C", "C", "C", "N", "N", "N", "N", "Br", "Br", "H", "H", "H", "H", "H", "H", "H", "H", "H", "H", "H", "H", "H"],
  "positions_angstrom": [[1.706, 0.192, 1.969], [-0.449, 1.601, 1.477], [-0.134, -0.776, -0.862], [1.090, 0.954, 3.100], [0.459, 1.204, 0.264], [1.199, 2.473, -0.175], [-0.460, -3.028, -1.498], [-2.138, -1.199, -2.054], [-0.244, 1.462, 2.708], [1.457, 0.250, 0.729], [-0.848, -1.646, -1.526], [-0.341, 0.546, -0.731], [2.928, -1.173, 2.466], [-2.169, 2.335, 0.948], [0.735, -1.306, -0.502], [1.119, 0.334, 3.986], [1.578, 1.887, 3.494], [2.136, 2.304, -0.832], [1.372, 2.888, 0.726], [0.617, 3.050, -0.925], [-1.038, -3.748, -0.876], [-0.778, -3.302, -2.499], [0.683, -3.073, -1.589], [-1.841, -0.235, -2.426], [-2.510, -1.885, -2.815], [-3.028, -1.257, -1.490], [-1.099, 1.149, -1.064]],
  "forces_ev_per_angstrom": [[0.8, -0.2, -0.7], [-0.7, -0.3, 0.3], [-0.7, -0.3, -1.2], [-0.4, 1.3, 0.0], [1.2, 0.7, 1.7], [-0.1, -1.8, -5.0], [0.9, -1.0, -2.3], [1.0, -0.9, -1.7], [0.5, -0.3, -0.8], [-0.2, 0.5, 1.0], [-1.7, 1.3, 1.9], [0.7, -1.4, -0.1], [0.1, 0.2, 0.2], [0.4, -0.1, 0.1], [0.4, 1.1, 0.7], [-0.8, -0.3, 0.1], [0.4, -0.8, -0.9], [-1.2, -0.3, 1.6], [1.1, 2.4, 2.4], [-0.2, 0.2, 1.2], [0.8, 1.0, 0.4], [0.2, -0.7, -0.4], [-1.8, -0.4, 0.9], [-1.1, 0.5, -0.6], [0.9, 0.2, -0.8], [-0.4, 0.6, 2.1], [0.0, -1.0, -0.1]]
}

=====

Entry 9:
{
  "formula": "C8H13F3PSn",
  "method": "ωB97M-V/def2-TZVPD",
  "multiplicity": 1,
  "orbital_gap_ev": 3.66,
  "total_charge": 1,
  "symbols": ["C", "C", "P", "C", "C", "C", "C", "C", "F", "C", "F", "F", "H", "H", "H", "H", "H", "H", "H", "H", "H", "H", "H", "H", "H", "Sn"],
  "positions_angstrom": [[-0.930, -2.227, -2.697], [-1.072, -0.766, -2.285], [0.439, -0.233, -1.407], [0.558, 1.592, -1.425], [0.273, -0.777, 0.235], [1.325, -0.246, 1.160], [0.749, 0.455, 2.416], [-0.215, 1.518, 2.106], [0.270, 2.746, 1.892], [-1.525, 1.346, 2.081], [-2.078, 0.156, 2.079], [-2.396, 2.317, 2.093], [-1.815, -2.535, -3.220], [-0.744, -2.853, -1.840], [-0.101, -2.341, -3.376], [-1.929, -0.682, -1.638], [-1.257, -0.138, -3.141], [1.550, 1.922, -1.681], [-0.093, 1.971, -2.190], [0.304, 2.021, -0.472], [0.329, -1.861, 0.183], [1.932, -1.144, 1.453], [2.012, 0.389, 0.624], [1.587, 0.934, 2.940], [0.269, -0.237, 3.099], [2.559, -1.327, 3.011]],
  "forces_ev_per_angstrom": [[0.3, 0.5, -0.3], [0.2, -0.7, 0.0], [-0.9, 0.6, 0.4], [0.2, -0.3, 0.0], [2.0, -0.3, -1.1], [-1.2, 0.3, 0.1], [0.4, -0.1, -0.8], [-0.5, 0.2, -0.1], [0.3, 0.4, 0.2], [-0.1, 0.2, 0.2], [-0.2, -0.1, 0.3], [0.0, -0.1, -0.4], [-0.5, -0.4, -0.1], [-0.1, -0.4, 0.3], [0.3, -0.1, -0.3], [-0.3, 0.3, 0.4], [0.2, 0.3, -0.3], [0.5, 0.0, -0.1], [-0.4, 0.2, -0.3], [-0.3, 0.2, 0.3], [-1.2, -0.5, 0.6], [-0.9, 0.5, -2.9], [0.4, 0.4, 0.2], [0.2, 0.2, 0.2], [-0.3, -0.4, 0.1], [1.9, -1.0, 3.5]]
}

=====

Entry 10:
{
  "formula": "C8H13FN2O",
  "method": "ωB97M-V/def2-TZVPD",
  "multiplicity": 1,
  "orbital_gap_ev": 8.95,
  "smiles": "CO/N=C(\\F)C1=CCCN(C)C1",
  "relative_energy_ev": 0.000,
  "symbols": ["C", "C", "C", "C", "C", "C", "C", "C", "H", "H", "H", "H", "H", "H", "H", "H", "H", "H", "H", "H", "H", "N", "N", "O", "F"],
  "positions_angstrom": [[4.631, -0.648, -0.288], [1.518, 0.677, 0.103], [0.106, 0.552, -0.201], [-0.735, 1.619, -0.197], [-2.257, 1.492, -0.237], [-2.744, 0.113, -0.617], [-1.969, -1.229, 1.366], [-0.506, -0.785, -0.610], [4.224, -1.675, -0.353], [5.488, -0.561, 0.432], [4.988, -0.290, -1.302], [-0.291, 2.563, -0.076], [-2.647, 1.701, 0.793], [-2.698, 2.258, -0.812], [-3.744, -0.085, -0.131], [-2.843, 0.007, -1.697], [-1.530, -0.461, 2.032], [-1.394, -2.174, 1.527], [-3.021, -1.525, 1.538], [-0.562, -0.771, -1.687], [-0.040, -1.609, -0.198], [2.421, -0.090, -0.403], [-1.874, -0.949, -0.155], [3.651, 0.178, 0.214], [1.830, 1.691, 0.959]],
  "forces_ev_per_angstrom": [[1.5, -0.6, -0.9], [1.1, 0.1, -0.5], [-1.7, 0.7, -0.4], [0.1, -2.0, 0.3], [0.9, -0.2, 1.6], [-0.9, -0.7, 0.8], [0.4, -0.9, -2.2], [-1.4, 1.7, 0.2], [0.6, 0.3, 0.0], [-0.8, -0.3, -0.7], [-0.4, -0.5, 0.9], [0.2, 1.3, 0.4], [0.6, 0.0, -0.5], [-0.4, 0.9, -1.0], [0.8, 0.3, -0.8], [-0.1, 0.0, -0.1], [-0.6, -0.1, -0.3], [-0.3, 0.7, -0.1], [0.5, 0.7, 0.3], [0.4, -0.5, -0.5], [1.8, -1.6, 0.3], [-0.5, 0.9, 1.4], [-0.3, -0.3, 2.1], [-1.2, 1.0, 0.3], [-0.1, -0.8, -0.6]]
}